No. 1
{
  "formula": "H2NO3S",
  "method": "ωB97M-V with the def2-TZVPD basis set",
  "elements": ["N", "O", "O", "O", "S", "H", "H"],
  "xyz": [[1.1464, 0.1400, 0.4281], [-1.3265, 1.2977, 0.5755], [-0.6071, 0.0778, -1.4588], [-1.2972, -1.1849, 0.4353], [-0.7412, 0.0614, -0.0324], [1.3441, -0.8486, 0.5125], [1.4815, 0.4566, -0.4602]],
  "e_homo_ev": -5.0464,
  "charge": -1,
  "e_tot_ha": -679.9268,
  "e_lumo_ha": 0.156,
  "molar_mass_g_mol": 96.09,
  "smiles": "NS(=O)(=O)[O-]"
}


No. 2
{
  "formula": "C4H10NO2",
  "method": "ωB97M-V with the def2-TZVPD basis set",
  "elements": ["C", "C", "C", "O", "N", "C", "O", "H", "H", "H", "H", "H", "H", "H", "H", "H", "H"],
  "xyz": [[-0.6203, 0.5772, 0.5521], [0.2893, -0.1372, 1.5558], [1.7480, 0.2592, 1.2646], [1.9604, 0.4886, -0.1160], [-0.5459, -0.1529, -0.6722], [-1.2747, -0.1824, -1.8210], [-1.0101, -1.3746, -2.6117], [-1.6828, 0.7005, 0.8245], [-0.1522, 1.5634, 0.3666], [-0.1056, 0.2006, 2.5258], [0.1987, -1.2217, 1.5573], [1.9909, 1.1540, 1.8422], [2.4118, -0.5817, 1.4917], [1.0803, 0.2345, -0.5807], [-1.0777, 0.6213, -2.5758], [-2.3868, -0.1235, -1.6863], [-0.8233, -2.0254, -1.9170]],
  "e_homo_ev": -2.1918,
  "charge": -1,
  "e_tot_ha": -363.5926,
  "e_lumo_ha": 0.158,
  "molar_mass_g_mol": 104.13
}


No. 3
{
  "formula": "C5H14",
  "method": "ωB97M-V with the def2-TZVPD basis set",
  "elements": ["C", "C", "C", "H", "H", "H", "H", "H", "H", "H", "H", "C", "C", "H", "H", "H", "H", "H", "H"],
  "xyz": [[0.0943, 1.0927, 0.8078], [0.3722, 1.5416, 2.2430], [-1.2706, 1.5589, 0.2980], [0.8945, 1.5039, 0.2122], [0.1202, 0.0066, 0.7242], [-0.3501, 1.1734, 2.9479], [-1.2262, 2.6166, 0.0207], [-1.4788, 1.0490, -0.6272], [-2.0622, 1.5331, 1.0395], [1.3554, 1.2214, 2.5732], [0.2758, 2.6312, 2.2611], [0.8817, -2.4497, -1.2297], [-0.1337, -1.4936, -1.9144], [1.9091, -2.2272, -1.4855], [0.8402, -2.3434, -0.1408], [0.7477, -3.5157, -1.4202], [0.4585, -0.8107, -2.5231], [-0.7222, -1.0223, -1.1419], [-0.7058, -2.0659, -2.6448]],
  "e_homo_ev": -11.4235,
  "charge": 0,
  "e_tot_ha": -198.8762,
  "e_lumo_ha": 0.043,
  "molar_mass_g_mol": 74.17,
  "smiles": "CCC.CC"
}


No. 4
{
  "formula": "C72H66O23S",
  "method": "ωB97M-V with the def2-TZVPD basis set",
  "elements": ["C", "C", "C", "C", "C", "C", "C", "C", "C", "C", "C", "C", "O", "S", "O", "O", "H", "H", "H", "H", "H", "H", "H", "H", "H", "H", "H", "H", "H", "H", "H", "H", "H", "H", "H", "H", "H", "H", "H", "H", "H", "H", "C", "C", "C", "O", "C", "C", "C", "O", "H", "H", "H", "H", "C", "C", "C", "O", "C", "C", "C", "O", "H", "H", "H", "H", "C", "C", "C", "O", "C", "C", "C", "O", "H", "H", "H", "H", "C", "C", "C", "O", "C", "C", "C", "O", "H", "H", "H", "H", "C", "C", "C", "O", "C", "C", "C", "O", "H", "H", "H", "H", "C", "C", "C", "O", "C", "C", "C", "O", "H", "H", "H", "H", "C", "C", "C", "O", "C", "C", "C", "O", "H", "H", "H", "H", "C", "C", "C", "O", "C", "C", "C", "O", "H", "H", "H", "H", "C", "C", "C", "O", "C", "C", "C", "O", "H", "H", "H", "H", "C", "C", "C", "O", "C", "C", "C", "O", "H", "H", "H", "H"],
  "xyz": [[0.2333, 1.4772, 1.7564], [0.1728, 1.8083, 0.2528], [0.5699, 3.2687, -0.0040], [-0.3926, 4.2260, 0.7052], [-0.2825, 5.6674, 0.1947], [-1.4568, 6.5525, 0.6477], [-1.7062, 6.5450, 2.1675], [-2.8109, 5.6006, 2.6655], [-4.1312, 6.3349, 2.9347], [-4.8771, 6.6973, 1.6511], [-5.5101, 5.5118, 0.9376], [-6.5583, 5.9788, -0.0553], [-7.3873, 4.9160, -0.5677], [-8.5380, 4.4817, 0.5012], [-8.0444, 3.3068, 1.1795], [-9.6286, 3.9343, -0.5530], [0.3536, 0.4198, 1.9427], [-0.6856, 1.8494, 2.1999], [1.0475, 2.0492, 2.2002], [-0.8641, 1.7069, -0.0436], [0.7663, 1.1229, -0.3452], [1.5539, 3.3870, 0.4518], [0.5831, 3.4478, -1.0743], [-1.4061, 3.8867, 0.4975], [-0.1893, 4.2238, 1.7707], [0.6535, 6.1229, 0.5048], [-0.3569, 5.6101, -0.8898], [-1.2118, 7.5786, 0.3750], [-2.3586, 6.2684, 0.1088], [-1.9509, 7.5386, 2.5266], [-0.7571, 6.2935, 2.6369], [-2.4814, 5.1340, 3.5926], [-2.9996, 4.7870, 1.9710], [-3.9339, 7.2491, 3.4902], [-4.7674, 5.7033, 3.5522], [-4.1977, 7.2222, 0.9825], [-5.6777, 7.3937, 1.9059], [-5.9157, 4.7974, 1.6488], [-4.7550, 4.9626, 0.3752], [-6.0848, 6.4144, -0.9276], [-7.1786, 6.7579, 0.3884], [-9.2755, 3.1312, -0.9735], [-2.6025, -0.1941, -3.6079], [-3.6724, -0.9390, -3.8704], [-4.8884, -0.8568, -3.0259], [-5.8670, -1.5391, -3.2609], [-4.8706, 0.0818, -1.8823], [-3.8049, 0.8301, -1.6212], [-2.5879, 0.7522, -2.4630], [-1.6149, 1.4300, -2.2190], [-1.7016, -0.2384, -4.2063], [-3.7069, -1.6337, -4.7004], [-5.7617, 0.1213, -1.2731], [-3.7731, 1.5205, -0.7876], [-0.6738, -1.2527, 5.3451], [-1.0602, -1.0319, 6.5981], [-0.3193, -0.0918, 7.4750], [-0.6768, 0.1163, 8.6155], [0.8689, 0.5898, 6.9064], [1.2563, 0.3684, 5.6539], [0.5117, -0.5668, 4.7774], [0.8596, -0.7573, 3.6308], [-1.1998, -1.9303, 4.6847], [-1.9242, -1.5167, 7.0340], [1.3926, 1.2719, 7.5637], [2.1194, 0.8555, 5.2166], [-0.8596, 11.6197, 1.2566], [-0.1107, 12.6161, 0.7926], [1.3715, 12.5612, 0.8611], [2.0536, 13.4690, 0.4405], [1.9855, 11.3520, 1.4651], [1.2361, 10.3559, 1.9290], [-0.2446, 10.4120, 1.8606], [-0.9264, 9.5019, 2.2812], [-1.9412, 11.6384, 1.2174], [-0.5377, 13.5057, 0.3479], [3.0671, 11.3324, 1.5041], [1.6624, 9.4655, 2.3735], [-4.4253, -7.4602, -3.4319], [-4.1734, -6.7456, -2.3391], [-4.5513, -5.3117, -2.2553], [-4.3179, -4.6588, -1.2619], [-5.2220, -4.7063, -3.4334], [-5.4719, -5.4242, -4.5256], [-5.0939, -6.8538, -4.6084], [-5.3238, -7.5098, -5.6056], [-4.1592, -8.5062, -3.5165], [-3.6867, -7.1669, -1.4688], [-5.4898, -3.6589, -3.3503], [-5.9592, -5.0045, -5.3965], [6.2869, -0.8439, 1.9395], [6.2023, -1.4888, 0.7803], [4.8915, -1.9064, 0.2295], [4.8151, -2.4971, -0.8311], [3.6762, -1.5823, 1.0118], [3.7581, -0.9372, 2.1719], [5.0697, -0.5172, 2.7237], [5.1434, 0.0740, 3.7812], [7.2295, -0.5320, 2.3604], [7.0764, -1.7382, 0.1943], [2.7306, -1.8970, 0.5876], [2.8835, -0.6900, 2.7597], [-1.8684, 3.2046, 9.3973], [-2.5540, 3.1737, 10.5367], [-3.5137, 4.2502, 10.8856], [-4.1382, 4.2267, 11.9236], [-3.6815, 5.3613, 9.9140], [-2.9965, 5.3914, 8.7743], [-2.0366, 4.3139, 8.4274], [-1.4129, 4.3386, 7.3874], [-1.1649, 2.4286, 9.1228], [-2.4471, 2.3721, 11.2562], [-4.3871, 6.1350, 10.1883], [-3.1031, 6.1912, 8.0524], [4.8943, -4.2658, -4.1712], [3.9184, -3.6706, -3.4885], [2.5100, -3.7464, -3.9539], [1.6123, -3.2068, -3.3433], [2.2336, -4.5083, -5.1998], [3.2128, -5.1006, -5.8763], [4.6202, -5.0247, -5.4123], [5.5121, -5.5689, -6.0323], [5.9285, -4.2248, -3.8527], [4.1083, -3.1130, -2.5741], [1.1998, -4.5507, -5.5189], [3.0356, -5.6603, -6.7861], [10.9771, -2.5380, 3.1449], [12.1875, -2.1431, 3.5292], [12.7270, -0.8182, 3.1321], [13.8289, -0.4579, 3.4797], [11.8634, 0.0496, 2.2912], [10.6534, -0.3465, 1.9073], [10.1166, -1.6705, 2.3053], [9.0104, -2.0313, 1.9571], [10.5639, -3.4993, 3.4218], [12.8323, -2.7595, 4.1423], [12.2754, 1.0112, 2.0135], [10.0086, 0.2701, 1.2935], [-8.5423, -11.8723, -7.9467], [-8.8419, -11.6320, -6.6735], [-8.0820, -10.6311, -5.8822], [-8.3544, -10.4145, -4.7203], [-6.9789, -9.9079, -6.5614], [-6.6816, -10.1506, -7.8354], [-7.4382, -11.1493, -8.6284], [-7.1699, -11.3704, -9.7898], [-9.0810, -12.5972, -8.5437], [-9.6425, -12.1467, -6.1576], [-6.4346, -9.1785, -5.9691], [-5.8810, -9.6347, -8.3503], [9.8126, -9.0898, -6.3753], [9.0680, -9.6261, -7.3376], [7.8705, -8.9233, -7.8647], [7.1921, -9.4155, -8.7406], [7.5365, -7.6017, -7.2797], [8.2817, -7.0652, -6.3172], [9.4776, -7.7665, -5.7905], [10.1601, -7.2798, -4.9140], [10.6889, -9.5836, -5.9750], [9.2935, -10.5886, -7.7788], [6.6606, -7.1054, -7.6743], [8.0508, -6.1043, -5.8784]],
  "e_homo_ev": -10.0060,
  "charge": 0,
  "e_tot_ha": -4911.5467,
  "e_lumo_ha": -0.067,
  "molar_mass_g_mol": 1331.36
}


Copy entry 3 word for word.
{
  "formula": "C5H14",
  "method": "ωB97M-V with the def2-TZVPD basis set",
  "elements": ["C", "C", "C", "H", "H", "H", "H", "H", "H", "H", "H", "C", "C", "H", "H", "H", "H", "H", "H"],
  "xyz": [[0.0943, 1.0927, 0.8078], [0.3722, 1.5416, 2.2430], [-1.2706, 1.5589, 0.2980], [0.8945, 1.5039, 0.2122], [0.1202, 0.0066, 0.7242], [-0.3501, 1.1734, 2.9479], [-1.2262, 2.6166, 0.0207], [-1.4788, 1.0490, -0.6272], [-2.0622, 1.5331, 1.0395], [1.3554, 1.2214, 2.5732], [0.2758, 2.6312, 2.2611], [0.8817, -2.4497, -1.2297], [-0.1337, -1.4936, -1.9144], [1.9091, -2.2272, -1.4855], [0.8402, -2.3434, -0.1408], [0.7477, -3.5157, -1.4202], [0.4585, -0.8107, -2.5231], [-0.7222, -1.0223, -1.1419], [-0.7058, -2.0659, -2.6448]],
  "e_homo_ev": -11.4235,
  "charge": 0,
  "e_tot_ha": -198.8762,
  "e_lumo_ha": 0.043,
  "molar_mass_g_mol": 74.17,
  "smiles": "CCC.CC"
}